Run i
Here is a cluster of 2 separate species, C4H10OS in total from OMol25. Energies are from ωB97M-V/def2-TZVPD.

Calculated values
Orbital gap (eV): 9.250
HOMO level (eV): -8.7

ORCA input file:
```
! RIJCOSX wB97M-V def2-TZVPD def2/J DEFGRID3
* xyz 0 1
C -1.972 2.895 0.952
C -1.248 1.650 0.619
O -1.149 1.278 -0.536
H -1.235 3.698 0.961
H -2.608 2.919 1.841
H -2.712 3.109 0.132
H -0.872 0.893 1.352
C 1.396 -1.012 0.065
C 1.845 -2.213 -0.759
S 0.712 -3.022 -1.960
H 2.012 -0.848 0.972
H 0.371 -1.130 0.459
H 1.366 -0.005 -0.414
H 2.664 -1.796 -1.342
H 2.032 -3.060 -0.123
H -0.603 -3.356 -2.218
*
```

***

Run ii
Here is a cluster of 2 separate species, C4H10OS in total from OMol25. Energies are from ωB97M-V/def2-TZVPD.

Calculated values
Orbital gap (eV): 8.912
HOMO level (eV): -8.2

ORCA input file:
```
! RIJCOSX wB97M-V def2-TZVPD def2/J DEFGRID3
* xyz 0 1
C -0.598 -3.121 -0.716
C -0.351 -1.731 -0.269
O -0.545 -0.848 -1.080
H 0.356 -3.602 -0.931
H -1.226 -3.176 -1.606
H -0.900 -3.743 0.139
H 0.372 -1.608 0.559
C 1.679 1.479 0.608
S 0.750 3.089 0.255
C -0.958 2.506 0.259
H 1.368 1.240 1.623
H 2.722 1.755 0.472
H 1.294 0.704 -0.053
H -1.044 1.614 -0.385
H -1.297 2.162 1.242
H -1.623 3.280 -0.116
*
```

***

Least stable structure: run i

***

Run i
Here is a cluster of 2 separate species, C4H10OS in total from OMol25. Energies are from ωB97M-V/def2-TZVPD.

Calculated values
Orbital gap (eV): 9.864
HOMO level (eV): -9.1

ORCA input file:
```
! RIJCOSX wB97M-V def2-TZVPD def2/J DEFGRID3
* xyz 0 1
C -2.960 0.110 0.567
C -1.859 -0.943 0.552
O -1.944 -2.003 1.112
H -3.818 -0.233 1.147
H -2.461 1.025 0.859
H -3.312 0.199 -0.462
H -1.079 -0.874 -0.225
C 1.776 0.921 -1.151
C 2.009 0.444 0.283
S 2.900 -1.218 0.435
H 2.637 1.392 -1.647
H 1.533 0.031 -1.734
H 0.964 1.664 -1.169
H 1.070 0.182 0.766
H 2.618 1.184 0.814
H 1.925 -1.884 -0.146
*
```

***

Run ii
Here is an isolated molecule of C4H10OS from OMol25. Energies are from ωB97M-V/def2-TZVPD.

Calculated values
Orbital gap (eV): 9.745
HOMO level (eV): -8.9

ORCA input file:
```
! RIJCOSX wB97M-V def2-TZVPD def2/J DEFGRID3
* xyz 0 1
O 2.990 -0.014 0.354
C 1.758 0.735 0.268
C 0.714 -0.357 0.189
C -0.668 -0.018 -0.472
C -1.769 -0.772 0.268
S -3.235 -0.514 -0.815
H 3.575 0.740 0.325
H 1.659 1.506 1.018
H 1.795 1.308 -0.707
H 0.418 -0.636 1.200
H 1.110 -1.330 -0.245
H -0.637 -0.275 -1.539
H -0.706 1.049 -0.484
H -1.640 -1.878 0.171
H -2.156 -0.386 1.186
H -3.208 0.841 -0.716
*
```

***

Run iii
Here is a cluster of 2 separate species, C4H10OS in total from OMol25. Energies are from ωB97M-V/def2-TZVPD.

Calculated values
Orbital gap (eV): 9.609
HOMO level (eV): -8.7

ORCA input file:
```
! RIJCOSX wB97M-V def2-TZVPD def2/J DEFGRID3
* xyz 0 1
C -0.630 2.768 -0.575
C 0.052 1.669 0.192
O -0.471 1.078 1.124
H -1.473 2.983 0.141
H -0.995 2.307 -1.497
H 0.041 3.609 -0.821
H 1.112 1.414 -0.059
C -0.606 -1.659 -0.508
C 0.310 -1.759 0.674
S 1.739 -2.864 0.238
H -1.261 -2.498 -0.732
H -0.010 -1.160 -1.346
H -1.158 -0.748 -0.258
H 0.934 -0.872 0.875
H -0.249 -1.977 1.582
H 2.665 -2.291 0.969
*
```

***

Least stable structure: run iii

***

Run i
Here is a structure of composition C3H3N2OS from OMol25. Energies are from ωB97M-V/def2-TZVPD.

Calculated values
Orbital gap (eV): 7.873
HOMO level (eV): -15.1

ORCA input file:
```
! RIJCOSX wB97M-V def2-TZVPD def2/J DEFGRID3
* xyz 1 1
C 1.496 1.266 1.225
C 0.045 1.142 -0.194
C -1.348 -1.213 -0.760
N 0.574 1.979 0.518
N 2.372 1.078 2.033
O 1.690 0.049 0.877
S -0.464 0.311 -1.454
H -2.063 -1.102 -0.028
H -0.513 -1.983 -0.561
H -1.789 -1.527 -1.655
*
```

***

Run ii
Here is the ion C3H3N2OS with charge +1 from OMol25. Energies are from ωB97M-V/def2-TZVPD.

Calculated values
Orbital gap (eV): 8.872
HOMO level (eV): -14.1

ORCA input file:
```
! RIJCOSX wB97M-V def2-TZVPD def2/J DEFGRID3
* xyz 1 1
O 1.953 2.062 -0.288
C 1.654 1.083 0.181
N 1.093 0.086 0.604
C 0.093 -0.843 -0.370
N -1.057 -0.137 -0.536
C -2.195 -0.030 -0.037
S -3.610 0.567 0.072
H 1.411 -0.098 1.561
H 0.089 -1.865 0.106
H 0.568 -0.826 -1.291
*
```

***

Run iii
Here is the ion C3H3N2OS with charge +1 from OMol25. Energies are from ωB97M-V/def2-TZVPD.

Calculated values
Orbital gap (eV): 8.724
HOMO level (eV): -14.1

ORCA input file:
```
! RIJCOSX wB97M-V def2-TZVPD def2/J DEFGRID3
* xyz 1 1
O 2.209 1.961 0.023
C 1.728 0.989 0.336
N 1.149 -0.086 0.523
C -0.025 -0.581 -0.447
N -1.005 0.360 -0.534
C -2.150 0.247 -0.113
S -3.623 0.182 0.384
H 1.369 -0.793 1.189
H -0.239 -1.536 0.007
H 0.587 -0.743 -1.368
*
```

***

Least stable structure: run i

***

Run i
Here is a cluster of 2 separate species, C3H3N2OP in total from OMol25. Energies are from ωB97M-V/def2-TZVPD.

Calculated values
Orbital gap (alpha / beta) (eV): 7.753 / 7.763
HOMO level (alpha / beta) (eV): -10.5 / -10.5

ORCA input file:
```
! RIJCOSX wB97M-V def2-TZVPD def2/J DEFGRID3
* xyz 0 1
C -1.357 -0.171 -1.205
C -1.205 -0.432 1.477
C 1.145 0.883 0.090
N -2.226 0.056 -1.922
N -1.902 -0.721 2.349
O 1.599 -2.499 -0.981
P -0.043 -0.476 0.023
H 0.594 1.885 0.253
H 1.830 0.498 0.797
H 1.566 0.978 -0.881
*
```

***

Run ii
Here is an isolated molecule of C3H3N2OP from OMol25. Energies are from ωB97M-V/def2-TZVPD.

Calculated values
Orbital gap (eV): 10.481
HOMO level (eV): -11.1

ORCA input file:
```
! RIJCOSX wB97M-V def2-TZVPD def2/J DEFGRID3
* xyz 0 1
C -0.031 0.135 -1.800
O -0.412 -0.155 -0.479
P 0.509 0.546 0.811
C -0.915 0.653 1.931
N -2.015 0.703 2.280
C 1.163 -0.938 1.532
N 1.587 -1.885 2.011
H -0.909 -0.072 -2.325
H 0.982 -0.167 -2.192
H 0.041 1.180 -1.770
*
```

***

Least stable structure: run i

***

Run i
Here is a cluster of 2 separate species, C3H8I2NO in total from OMol25. Energies are from ωB97M-V/def2-TZVPD.

Calculated values
Orbital gap (eV): 8.528
HOMO level (eV): -13.2

ORCA input file:
```
! RIJCOSX wB97M-V def2-TZVPD def2/J DEFGRID3
* xyz 1 1
C -1.302 -0.278 0.661
C -0.175 -0.584 1.591
C 2.270 0.054 0.994
N 1.005 0.277 1.210
O 1.311 2.370 3.083
I 3.177 -1.781 1.028
I -0.459 3.231 2.676
H -1.871 0.650 0.831
H -0.754 -0.161 -0.282
H -1.972 -1.024 0.651
H 0.083 -1.693 1.372
H -0.326 -0.282 2.701
H 2.847 0.913 0.559
H 0.736 1.230 1.003
H 1.499 2.698 4.031
*
```

***

Run ii
Here is a structure of composition C3H8I2NO from OMol25. Energies are from ωB97M-V/def2-TZVPD.

Calculated values
Orbital gap (eV): 9.971
HOMO level (eV): -13.6

ORCA input file:
```
! RIJCOSX wB97M-V def2-TZVPD def2/J DEFGRID3
* xyz 1 1
C -0.768 0.215 1.748
C -0.372 -1.194 -1.231
C 1.012 0.160 0.414
N 0.343 0.072 -0.918
O 1.640 1.375 0.567
I -1.769 1.736 0.785
I -1.021 -1.301 -3.213
H -0.219 0.288 2.806
H -1.284 -0.744 1.514
H 0.319 -2.012 -1.098
H -1.203 -1.337 -0.473
H 1.575 -0.714 0.759
H 1.025 0.373 -1.575
H -0.436 0.941 -0.741
H 1.156 2.142 0.656
*
```

***

Run iii
Here is a cluster of 2 separate species, C3H8I2NO in total from OMol25. Energies are from ωB97M-V/def2-TZVPD.

Calculated values
Orbital gap (eV): 8.154
HOMO level (eV): -13.4

ORCA input file:
```
! RIJCOSX wB97M-V def2-TZVPD def2/J DEFGRID3
* xyz 1 1
C -0.266 -0.162 -1.587
C 0.706 1.049 0.559
C 0.276 -0.143 -0.216
N 0.757 -1.263 0.254
O -1.653 0.355 0.994
I 2.753 1.479 -0.391
I -2.079 -0.394 2.889
H -1.146 0.298 -1.867
H 0.410 0.239 -2.346
H -0.519 -1.193 -1.715
H 0.077 2.051 0.596
H 1.158 0.714 1.479
H 0.565 -2.135 -0.118
H 1.468 -1.297 0.992
H -2.509 0.401 0.477
*
```

***

Least stable structure: run ii